# C30H79Cu2F6O10P

A molecular structure, C30H79Cu2F6O10P at a distorted geometry (the ωB97M-V functional and the def2-TZVPD basis, the OMol25 dataset).

Element x y z (Å)
Cu  11.92247  14.75124  13.86972
Cu  13.74064  13.26117  12.43342
C  16.32011  14.89289  14.04542
C  14.89126  14.94956  14.58867
C  14.58339  16.03451  15.58834
O  13.87884  14.99835  13.61945
H  16.53105  15.85487  13.54702
H  16.53672  14.14486  13.28292
H  16.99559  14.78623  14.87563
H  14.71783  13.99407  15.14718
H  14.86370  16.99719  15.16374
H  15.17798  15.89860  16.47330
H  13.49209  16.03748  15.68893
P  9.85943  12.66813  11.87681
F  8.91094  13.43250  10.77802
F  10.37251  14.11660  12.27832
F  8.77327  12.69759  13.05994
F  11.01362  12.11016  12.98226
F  9.44723  11.11855  11.52613
F  10.96586  12.60686  10.67369
C  9.10295  15.52792  16.64699
C  10.10115  14.34356  16.62894
C  9.42950  13.21104  17.40546
O  10.46042  13.89650  15.25682
H  8.93494  15.91843  17.65212
H  8.17979  15.22796  16.18277
H  9.47077  16.41988  16.04664
H  11.06078  14.66526  17.09477
H  9.95300  12.26518  17.31473
H  8.46101  12.97185  17.00344
H  9.29465  13.44060  18.48439
H  9.88155  13.28285  14.80903
C  12.93517  11.06051  16.11856
C  12.55375  9.62869  16.35028
C  13.79090  8.75702  16.89516
O  11.48684  9.62560  17.33590
H  13.51026  11.42261  16.96638
H  12.08009  11.67810  15.95284
H  13.64012  11.19446  15.26142
H  12.19130  9.14509  15.48079
H  13.51344  7.73035  17.18886
H  14.27868  9.18848  17.72043
H  14.62007  8.72154  16.18117
H  11.09536  8.74200  17.49287
C  11.37289  14.47298  6.46237
C  11.36204  15.62536  7.48463
C  10.05709  16.47075  7.47188
O  11.52211  15.08577  8.81202
H  10.51521  13.84652  6.68074
H  12.27036  13.83048  6.52745
H  11.25549  14.85109  5.43402
H  12.22217  16.21030  7.30804
H  9.20551  15.92496  7.87550
H  9.90872  16.90893  6.49748
H  10.19358  17.37820  8.13857
H  10.85641  14.41961  9.01032
C  8.89327  18.31201  13.28006
C  9.61937  17.03803  12.83879
C  9.51727  16.81593  11.36941
O  10.94520  16.81932  13.38241
H  9.38983  18.98803  13.99481
H  7.98299  18.09043  13.86516
H  8.60376  18.90052  12.43644
H  9.11782  16.24890  13.38619
H  10.05434  15.90458  11.14506
H  9.85079  17.57540  10.67755
H  8.45835  16.61386  11.27174
H  11.58908  17.25131  12.85544
C  14.08937  16.79137  10.40106
C  14.63582  17.69989  11.46232
C  14.81943  19.15987  11.07182
O  13.75134  17.70063  12.56490
H  13.12146  17.14303  10.12738
H  14.02826  15.78709  10.82329
H  14.68649  16.65930  9.53930
H  15.64585  17.30862  11.67081
H  13.80075  19.53522  10.84376
H  15.41664  19.19184  10.14575
H  15.22344  19.82471  11.86555
H  13.77992  16.79519  12.99244
C  15.52147  13.09998  9.32917
C  14.00328  13.30945  9.05411
C  13.16472  12.15303  8.44842
O  13.45044  13.78291  10.26456
H  16.02783  13.04094  8.37917
H  15.62728  12.14709  9.86246
H  15.81470  13.94850  9.93287
H  13.97499  14.11225  8.31061
H  13.19666  11.29436  9.12762
H  13.45915  11.79266  7.44191
H  12.14342  12.52702  8.42398
H  12.68561  14.28974  10.03044
C  10.38112  8.96869  9.25586
C  11.65620  8.72370  10.02363
C  12.83925  8.35092  9.06174
O  11.96378  9.87504  10.81426
H  10.49141  9.67857  8.45635
H  9.66631  9.34215  9.93397
H  10.06897  8.03345  8.78839
H  11.45081  7.85275  10.65582
H  12.69633  7.35742  8.63198
H  13.81727  8.25463  9.51993
H  12.79318  9.09092  8.26329
H  11.19725  10.06080  11.35034
C  19.57368  13.04608  10.98867
C  19.41817  14.41192  10.34438
C  18.80225  15.38228  11.31470
O  20.70617  14.85224  9.82698
H  20.27296  12.40729  10.45216
H  18.56160  12.60885  11.05021
H  19.84320  13.11616  12.02580
H  18.70146  14.31806  9.55546
H  18.80829  16.30846  10.72168
H  19.42589  15.58111  12.16902
H  17.83040  15.06594  11.65745
H  21.27878  14.96905  10.58242
C  16.24318  11.15827  12.80136
C  15.10799  10.40945  12.15230
C  14.76256  9.09715  12.83229
O  13.97352  11.27635  12.14803
H  16.41403  12.17416  12.34698
H  17.14265  10.49842  12.63978
H  16.08328  11.28466  13.87891
H  15.36217  10.24027  11.12477
H  13.88066  8.57410  12.40366
H  14.50942  9.19874  13.83932
H  15.64195  8.45658  12.80971
H  13.17337  10.73968  11.98920

Results of the Mulliken charge analysis, in e, for atoms 1 through 6: atom 1 (Cu): 0.615, atom 2 (Cu): -4.304, atom 3 (C): -0.873, atom 4 (C): 0.971, atom 5 (C): -1.602, atom 6 (O): 1.800

***

# C30H81NO13

11 unconnected molecules or ions with the total composition C30H81NO13 at a distorted geometry (the ωB97M-V functional and the def2-TZVPD basis, the OMol25 dataset).

Computed properties:
- SMILES = COCCCCCCCCNC(=O)O.CCO.CCO.CCO.CCO.CCO.CCO.CCO.CCO.CCO.CCO

Element x y z (Å)
C  -1.92445  -2.46711  0.25747
O  -2.73602  -1.56273  -0.46398
C  -2.10837  -1.15877  -1.67135
C  -2.46116  0.27017  -2.00188
C  -1.53166  0.72911  -3.14563
C  -0.18915  1.21241  -2.54911
C  0.14483  2.66288  -2.84149
C  1.57999  3.03149  -2.41488
C  1.71078  3.57547  -0.99108
C  1.17666  2.68718  0.11354
N  -0.24026  3.04056  0.48893
C  -0.64716  2.16364  1.49720
O  -0.51240  2.37321  2.65095
O  -1.24276  1.00903  1.06057
H  -2.43092  -2.79360  1.14754
H  -1.72364  -3.35004  -0.35745
H  -0.95708  -2.01100  0.50047
H  -1.02277  -1.24379  -1.59070
H  -2.49314  -1.78252  -2.47962
H  -2.27182  0.92964  -1.16683
H  -3.49825  0.32554  -2.30376
H  -2.03306  1.47894  -3.74463
H  -1.30369  -0.16539  -3.71968
H  -0.21971  0.97797  -1.49050
H  0.60447  0.61625  -2.99931
H  -0.59545  3.36509  -2.46747
H  0.13712  2.75035  -3.92714
H  2.26274  2.20723  -2.59261
H  1.87658  3.83431  -3.06878
H  2.77440  3.70024  -0.80733
H  1.29919  4.57760  -0.94577
H  1.77940  2.84994  1.00807
H  1.24174  1.62853  -0.11118
H  -0.14297  3.92915  0.97147
H  -0.54996  0.33894  0.95155
C  -3.91750  -6.75339  0.07875
C  -2.71141  -6.29790  0.87785
O  -3.02374  -5.14266  1.65119
H  -4.25778  -5.95549  -0.58251
H  -3.68171  -7.63311  -0.52386
H  -4.74667  -6.99970  0.74571
H  -1.89080  -6.03261  0.21160
H  -2.36873  -7.09377  1.54759
H  -3.74448  -5.38101  2.24859
C  -2.63985  -0.30364  4.21763
C  -1.32964  -0.58545  4.92603
O  -0.47581  -1.38581  4.10969
H  -3.14561  -1.23831  3.96898
H  -3.30393  0.30032  4.83897
H  -2.46005  0.22557  3.27996
H  -1.50198  -1.13463  5.85084
H  -0.81360  0.34852  5.17070
H  -0.31919  -0.89247  3.29707
C  6.57894  4.06905  -2.75006
C  5.40726  3.32689  -3.36647
O  4.18561  4.01895  -3.12252
H  6.43525  4.18108  -1.67675
H  7.51609  3.53678  -2.92794
H  6.66242  5.07388  -3.17306
H  5.31463  2.33234  -2.92917
H  5.54146  3.21674  -4.44812
H  4.26637  4.89428  -3.52020
C  9.45598  5.78133  0.79692
C  8.36794  5.55336  -0.23624
O  7.19410  5.02059  0.37453
H  9.70049  4.84657  1.30214
H  10.36089  6.17795  0.33392
H  9.12072  6.48554  1.56197
H  8.69599  4.83580  -0.98548
H  8.11224  6.48851  -0.74585
H  6.88988  5.65579  1.03244
C  -4.75652  -10.15612  1.94106
C  -3.56757  -9.67894  2.75507
O  -3.89109  -8.52164  3.52430
H  -5.10078  -9.36723  1.27207
H  -4.49819  -11.03325  1.34565
H  -5.59240  -10.41516  2.59514
H  -2.74206  -9.40392  2.09942
H  -3.22336  -10.47114  3.42800
H  -4.61499  -8.76045  4.11489
C  2.65134  2.65155  -7.85258
C  3.85879  3.14757  -7.07904
O  3.50084  4.17591  -6.16094
H  2.18647  3.47381  -8.39745
H  2.93277  1.87309  -8.56364
H  1.89908  2.24438  -7.17278
H  4.59996  3.57005  -7.75625
H  4.32491  2.32160  -6.52901
H  2.85464  3.80728  -5.54612
C  -5.73712  2.28471  1.01715
C  -4.70382  1.76983  0.03141
O  -3.83587  2.81675  -0.40045
H  -6.33087  3.08106  0.56616
H  -6.40684  1.48460  1.33666
H  -5.25080  2.70367  1.90217
H  -5.19097  1.36908  -0.85567
H  -4.10477  0.97175  0.48188
H  -3.39007  3.16964  0.37686
C  -1.35382  -5.55298  5.60047
C  -2.54437  -6.26758  4.98632
O  -3.71492  -5.45066  5.05911
H  -1.55629  -5.30235  6.64289
H  -0.45784  -6.17482  5.55622
H  -1.15237  -4.61571  5.07558
H  -2.75323  -7.19007  5.52195
H  -2.35313  -6.51803  3.94186
H  -3.52792  -4.63719  4.57555
C  2.48143  -2.81502  -3.18247
C  1.77082  -2.26376  -4.40484
O  2.09835  -0.89304  -4.62091
H  2.21626  -2.23655  -2.29633
H  2.21687  -3.85973  -3.01209
H  3.56546  -2.74711  -3.30233
H  0.69067  -2.31452  -4.27347
H  2.03699  -2.84140  -5.29608
H  3.05172  -0.83437  -4.75067
C  -1.14940  5.05865  5.47839
C  -1.90562  6.14014  4.73202
O  -1.50993  6.18917  3.36257
H  -0.07492  5.23494  5.41912
H  -1.44235  5.02454  6.52920
H  -1.34275  4.08123  5.02984
H  -1.70127  7.12067  5.15915
H  -2.98485  5.96159  4.78554
H  -1.70014  5.32569  2.97899

Results of the Mulliken charge analysis, in e, for atoms 1 through 6: atom 1 (C): -0.454, atom 2 (O): -0.373, atom 3 (C): -0.521, atom 4 (C): 0.311, atom 5 (C): -1.327, atom 6 (C): 0.847

***

# C30H82N6O11

8 unconnected molecules or ions with the total composition C30H82N6O11 at a distorted geometry (the ωB97M-V functional and the def2-TZVPD basis, the OMol25 dataset).

Computed properties:
- relative energy (zero: lowest compared OMol25 entry of this formula, charge and spin) (eV) = 0.000
- SMILES = COC[C@H](C)N.COC[C@H](C)N.COC[C@H](C)N.COCCNCCOC.COCCNCCOC.COCCNCCOC.O.O

Element x y z (Å)
C  -4.46448  5.28036  -1.46102
O  -4.03250  3.94507  -1.65899
C  -3.75137  3.35944  -0.39088
C  -3.21676  1.90988  -0.53556
C  -4.42458  1.08047  -0.97577
N  -2.70932  1.32724  0.69498
H  -3.62541  5.83047  -0.98363
H  -5.32929  5.44377  -0.82946
H  -4.62497  5.77293  -2.41912
H  -3.03780  4.01456  0.13117
H  -4.68524  3.44655  0.17420
H  -2.42228  1.96179  -1.30053
H  -5.30092  1.29950  -0.34677
H  -4.21827  -0.00127  -0.95207
H  -4.67556  1.36118  -2.00048
H  -2.07212  1.95458  1.13819
H  -3.47146  0.99547  1.27859
C  2.25788  -4.04315  -1.45214
O  2.35519  -4.00324  -0.03300
C  1.06884  -3.74427  0.47104
C  0.86360  -3.94739  1.95989
C  0.84545  -5.44657  2.18185
N  -0.36747  -3.14510  2.28497
H  1.60865  -4.89013  -1.68611
H  3.25241  -4.21320  -1.85858
H  1.82224  -3.13984  -1.90021
H  0.77436  -2.71655  0.28364
H  0.33804  -4.33239  -0.10141
H  1.69915  -3.44623  2.45661
H  1.56474  -6.06467  1.65388
H  -0.13749  -5.78167  1.84581
H  0.90154  -5.58660  3.25720
H  -1.22774  -3.50020  1.90782
H  -0.40712  -3.06807  3.27710
C  -3.24431  -2.68055  -0.16917
O  -2.83610  -4.00886  0.13845
C  -3.97011  -4.63685  0.66738
C  -3.55776  -5.97244  1.21942
C  -3.04442  -6.78545  0.03976
N  -4.73074  -6.61768  1.89228
H  -3.63377  -2.09690  0.68807
H  -4.04886  -2.63066  -0.92621
H  -2.35336  -2.18498  -0.53820
H  -4.50796  -4.08907  1.46726
H  -4.72424  -4.74396  -0.16875
H  -2.82400  -5.86297  2.03351
H  -2.66737  -7.73275  0.40543
H  -2.29655  -6.29424  -0.57902
H  -3.94619  -6.95865  -0.57649
H  -4.44462  -7.53873  2.20918
H  -5.51111  -6.69562  1.25368
C  -0.61960  6.26446  -2.53341
O  0.06553  6.66888  -1.39809
C  1.38962  6.20713  -1.39359
C  1.52348  4.81760  -0.72458
N  1.17106  4.81186  0.72030
C  -0.22410  5.06763  0.95663
C  -0.56517  4.60621  2.35855
O  -0.65285  3.20482  2.37578
C  -0.24693  2.64200  3.56123
H  -0.27382  6.77970  -3.47103
H  -1.65308  6.50515  -2.24958
H  -0.52142  5.16300  -2.71996
H  2.11409  6.86843  -0.88430
H  1.72481  6.15999  -2.45409
H  2.54536  4.49157  -0.84882
H  0.87000  4.14326  -1.29318
H  1.43805  3.90624  1.06947
H  -0.79012  4.68060  0.10064
H  -0.41494  6.14825  0.95583
H  -1.51210  5.00703  2.69999
H  0.18225  4.97057  3.06041
H  0.78795  2.95074  3.77960
H  -0.24903  1.57215  3.53043
H  -0.81171  3.01432  4.42176
C  0.34789  -0.49333  -2.00438
O  0.42542  -0.54303  -3.43811
C  -0.79479  -0.28614  -4.13406
C  -0.70651  -0.88099  -5.54699
N  -0.35328  -2.26104  -5.47632
C  -0.10205  -2.84343  -6.76171
C  0.37172  -4.27204  -6.71583
O  1.59643  -4.43209  -5.99374
C  2.72208  -3.87496  -6.59044
H  1.38557  -0.46005  -1.65863
H  -0.12850  -1.36575  -1.55243
H  -0.19212  0.44905  -1.79110
H  -1.02745  0.79674  -4.22978
H  -1.56352  -0.76725  -3.52679
H  0.04230  -0.28674  -6.13466
H  -1.69340  -0.77400  -6.07035
H  0.47845  -2.39545  -4.91942
H  0.58631  -2.19990  -7.42633
H  -1.05114  -2.83857  -7.34239
H  0.56418  -4.63510  -7.75164
H  -0.28827  -5.01763  -6.29737
H  3.63348  -4.19412  -6.13142
H  2.75721  -2.79069  -6.52199
H  2.74694  -4.15124  -7.65341
C  2.07171  3.84177  7.37617
O  2.51032  2.81358  6.53379
C  3.10675  3.29000  5.34283
C  3.72519  2.10704  4.49304
N  4.28683  2.58792  3.23735
C  5.39770  1.72442  2.83779
C  5.08935  0.27847  2.53287
O  4.12784  0.12278  1.49158
C  3.88471  -1.22748  1.29894
H  2.85316  4.54735  7.70824
H  1.67706  3.33201  8.23152
H  1.28790  4.46848  6.89458
H  3.87957  4.03619  5.51098
H  2.40035  3.81099  4.64996
H  2.94433  1.35983  4.35068
H  4.49252  1.70222  5.14988
H  3.53951  2.59089  2.55282
H  6.14511  1.81576  3.61739
H  5.78421  2.16014  1.90885
H  4.76253  -0.23965  3.46341
H  6.01343  -0.23278  2.23113
H  4.83721  -1.78370  1.10852
H  3.16623  -1.31754  0.46150
H  3.48251  -1.63513  2.25756
O  1.90784  1.89475  1.61316
H  1.19396  1.29545  1.39316
H  2.71146  1.41309  1.38612
O  -0.05371  -0.16245  1.08848
H  -0.10739  -1.11991  1.37091
H  -0.96093  0.00933  0.78827

Results of the Mulliken charge analysis, in e, for atoms 1 through 6: atom 1 (C): -0.686, atom 2 (O): -0.348, atom 3 (C): -0.389, atom 4 (C): 0.760, atom 5 (C): -1.541, atom 6 (N): -0.095

***

Frontier orbital gap list, top to bottom, in eV: 8.69; 9.79; 8.84
Energy list, top to bottom, in hartree: -6164.53693; -2224.35791; -2348.17754